No. 1
This record from the OMol25 dataset describes a molecular structure, C19H14Br2Cl44FGaNO. The level of theory is the ωB97M-V functional and the def2-TZVPD basis.

```
! RIJCOSX wB97M-V def2-TZVPD def2/J DEFGRID3
* xyz -1 1
C -3.062 3.869 -1.136
C -2.155 3.003 -2.106
Br -2.950 2.492 -3.872
C -0.830 2.601 -1.798
Br 0.065 1.569 -3.272
Ga 0.101 3.058 -0.018
O -1.019 3.849 1.282
C 1.678 4.388 -0.399
C 1.649 4.904 -1.889
N 0.603 5.394 -2.504
C 0.996 1.412 0.898
C 0.643 0.104 0.054
C 1.208 -1.248 0.735
F 2.560 -1.392 0.235
H -3.560 3.220 -0.355
H -3.839 4.393 -1.792
H -2.409 4.683 -0.702
H -0.722 4.753 1.505
H 2.654 3.794 -0.290
H 1.685 5.216 0.380
H 2.617 4.814 -2.509
H 0.899 5.627 -3.468
H 2.125 1.607 0.964
H 0.643 1.333 1.980
H 1.218 0.183 -0.933
H -0.481 0.086 -0.087
H 1.152 -1.223 1.864
H 0.619 -2.097 0.260
C -2.368 -3.632 2.055
Cl -2.135 -4.998 0.942
Cl -0.995 -3.544 3.177
Cl -2.472 -2.125 1.127
Cl -3.869 -3.867 2.974
C -4.439 -0.980 -2.279
Cl -4.439 -2.713 -1.885
Cl -3.077 -0.184 -1.462
Cl -4.302 -0.775 -4.039
Cl -5.958 -0.247 -1.722
C 5.469 5.323 -4.582
Cl 5.612 3.976 -5.731
Cl 6.899 5.356 -3.529
Cl 5.358 6.854 -5.477
Cl 4.005 5.106 -3.590
C 1.687 -4.169 -2.696
Cl 1.843 -5.481 -3.884
Cl 3.093 -4.181 -1.614
Cl 1.604 -2.612 -3.542
Cl 0.205 -4.407 -1.747
C 0.574 -6.409 -7.766
Cl 0.114 -7.705 -8.891
Cl 1.544 -5.198 -8.631
Cl -0.889 -5.643 -7.116
Cl 1.523 -7.096 -6.433
C -0.175 7.338 3.885
Cl 1.275 8.217 4.426
Cl 0.175 6.509 2.357
Cl -0.647 6.144 5.111
Cl -1.507 8.489 3.645
C 1.045 -0.688 -7.420
Cl -0.065 0.089 -8.569
Cl 0.795 -2.447 -7.460
Cl 2.722 -0.319 -7.877
Cl 0.729 -0.071 -5.787
C 3.056 5.034 6.848
Cl 4.161 3.647 6.762
Cl 2.539 5.484 5.213
Cl 1.635 4.598 7.820
Cl 3.890 6.409 7.604
C 0.491 -7.399 4.936
Cl 0.648 -9.151 4.687
Cl 2.106 -6.675 5.083
Cl -0.358 -6.678 3.556
Cl -0.432 -7.094 6.422
C -2.614 1.648 3.983
Cl -1.012 2.357 4.251
Cl -3.857 2.895 4.220
Cl -2.729 1.007 2.329
Cl -2.874 0.327 5.144
C -3.124 -10.152 6.439
Cl -2.893 -11.509 5.317
Cl -1.761 -10.086 7.573
Cl -3.212 -8.635 5.521
Cl -4.634 -10.384 7.344
*
```

## Properties
Orbital gap in eV: 6.6

***

No. 2
This record from the OMol25 dataset describes a molecular structure, C19H14BrFHfNO6P. The level of theory is the ωB97M-V functional and the def2-TZVPD basis.

```
! RIJCOSX wB97M-V def2-TZVPD def2/J DEFGRID3
* xyz 4 1
C -3.147 -3.126 -0.678
C -2.648 -2.779 -2.149
O -3.087 -3.689 -3.134
C -2.950 -1.235 -2.508
C -1.836 -0.400 -1.765
C -0.405 -0.447 -2.222
C 0.664 0.331 -1.503
C 2.118 0.197 -2.026
O 3.108 0.620 -1.491
N 2.291 -0.576 -3.284
C 2.745 -1.903 -2.830
O 2.109 -2.887 -2.984
F 3.978 -2.067 -2.225
C 0.245 1.147 -0.369
C -1.191 1.185 0.107
C -2.249 0.413 -0.581
C -1.504 2.091 1.397
O -2.569 2.753 1.537
C -0.314 2.089 2.502
C -0.565 2.115 4.044
C 0.608 2.073 4.941
C 1.977 1.991 4.412
C 2.233 1.992 2.936
P 4.019 1.913 2.299
O 4.127 0.758 1.101
Br 4.632 3.900 1.485
C 1.102 2.032 2.010
C 1.255 2.032 0.422
O 2.099 2.741 -0.047
H -2.551 -2.503 0.067
H -2.933 -4.198 -0.395
H -4.248 -2.888 -0.577
H -1.514 -2.866 -2.109
H -2.290 -4.186 -3.418
H -2.862 -1.003 -3.602
H -3.927 -0.942 -2.044
H -0.157 -1.093 -3.103
H 3.126 -0.197 -3.774
H -3.321 0.430 -0.269
H -1.615 2.156 4.444
H 0.449 2.077 6.052
H 2.872 1.927 5.085
H 4.341 -0.082 1.588
Hf -2.215 0.104 2.661
*
```

## Properties
Orbital gap in eV: 1.8

***

No. 3
This record from the OMol25 dataset describes C19H14ClNO4 in the gas phase. The level of theory is the ωB97M-V functional and the def2-TZVPD basis.

```
! RIJCOSX wB97M-V def2-TZVPD def2/J DEFGRID3
* xyz 0 1
C -2.284 -4.094 -0.123
C -2.740 -2.692 -0.260
C -2.139 -1.483 0.006
C -3.156 -0.523 -0.312
N -4.233 -1.138 -0.720
O -3.988 -2.469 -0.683
C -3.031 0.930 -0.268
C -1.891 1.536 -0.791
C -1.750 2.910 -0.763
C -2.744 3.700 -0.210
C -3.884 3.115 0.313
C -4.027 1.738 0.279
Cl -5.447 1.031 0.953
H -4.665 3.718 0.749
H -2.636 4.773 -0.183
H -0.861 3.364 -1.173
H -1.115 0.924 -1.226
C -0.809 -1.186 0.540
O -0.533 -0.231 1.220
O 0.094 -2.132 0.199
C 1.434 -1.784 0.489
H 1.541 -1.528 1.549
C 1.847 -0.583 -0.370
O 1.104 -0.165 -1.226
C 3.162 0.021 -0.082
C 3.443 1.259 -0.663
C 4.651 1.887 -0.431
C 5.599 1.280 0.377
C 5.334 0.046 0.951
C 4.123 -0.583 0.730
H 3.936 -1.545 1.180
H 6.076 -0.427 1.577
H 6.546 1.766 0.559
H 4.856 2.847 -0.880
H 2.689 1.714 -1.288
H 2.034 -2.661 0.240
H -2.656 -4.682 -0.959
H -2.681 -4.526 0.796
H -1.200 -4.127 -0.095
*
```

## Properties
Orbital gap in eV: 8.8
Relative energy (zero: lowest compared OMol25 entry of this formula, charge and spin) in kcal per mole: 5.4

***

No. 4
This record from the OMol25 dataset describes a molecular structure, C19H14CuN3O2S. The level of theory is the ωB97M-V functional and the def2-TZVPD basis.

```
! RIJCOSX wB97M-V def2-TZVPD def2/J DEFGRID3
* xyz -2 1
Cu 0.016 -0.697 0.756
O -0.855 -1.919 -1.172
C -0.322 -1.719 -2.315
C 0.049 -2.774 -3.202
C 0.727 -2.525 -4.384
C 1.061 -1.228 -4.771
C 0.677 -0.173 -3.944
C -0.011 -0.392 -2.765
C -0.494 0.684 -1.891
N 0.215 1.680 -1.544
N -0.409 2.623 -0.728
C -0.837 2.197 0.429
O -0.828 1.030 0.949
C -1.422 3.277 1.307
C -1.704 4.553 0.824
C -2.252 5.518 1.657
C -2.520 5.224 2.990
C -2.236 3.955 3.477
C -1.696 2.986 2.640
H -0.192 -3.790 -2.905
H 1.008 -3.362 -5.019
H 1.599 -1.044 -5.694
H 0.907 0.852 -4.218
H -1.515 0.578 -1.517
H -1.477 4.764 -0.212
H -2.471 6.507 1.268
H -2.946 5.979 3.642
H -2.437 3.717 4.516
H -1.471 1.988 2.994
S 0.865 -1.437 3.827
C 1.427 -2.489 2.601
C 2.260 -3.600 2.913
C 2.701 -4.451 1.936
C 2.322 -4.230 0.608
C 1.514 -3.143 0.354
N 1.083 -2.292 1.297
H 2.528 -3.745 3.950
H 3.337 -5.293 2.193
H 2.636 -4.876 -0.200
H 1.162 -2.931 -0.646
*
```

## Properties
Orbital gap in eV: 6.0
Relative energy (zero: lowest compared OMol25 entry of this formula, charge and spin) in kcal per mole: 0.0

***

No. 5
This record from the OMol25 dataset describes a molecular structure, C19H14F10IrN3O2. The level of theory is the ωB97M-V functional and the def2-TZVPD basis.

```
! RIJCOSX wB97M-V def2-TZVPD def2/J DEFGRID3
* xyz 0 1
Ir 0.155 -0.314 -0.499
C 2.987 -0.161 0.418
N 2.153 -0.766 -0.638
C 2.139 -2.244 -0.551
C 1.440 -2.636 0.744
N 0.309 -1.736 0.966
C -0.313 -1.787 2.184
C -0.263 -2.865 3.080
F 0.390 -4.009 2.767
C -0.927 -2.879 4.296
F -0.839 -3.967 5.068
C -1.690 -1.809 4.708
F -2.336 -1.828 5.879
C -1.768 -0.717 3.862
F -2.478 0.354 4.225
C -1.102 -0.712 2.655
F -1.205 0.418 1.936
C 2.532 -0.233 -1.967
C 2.018 1.199 -2.081
N 0.704 1.253 -1.418
C 0.005 2.480 -1.478
C -0.405 3.141 -0.326
F -0.079 2.669 0.873
C -1.140 4.312 -0.381
F -1.507 4.924 0.742
C -1.482 4.859 -1.605
F -2.186 5.985 -1.663
C -1.087 4.223 -2.768
F -1.425 4.728 -3.955
C -0.360 3.051 -2.692
F -0.047 2.432 -3.840
H 4.027 -0.479 0.295
H 2.619 -0.461 1.394
H 2.922 0.922 0.352
H 3.153 -2.660 -0.582
H 1.583 -2.594 -1.420
H 2.157 -2.586 1.575
H 1.143 -3.683 0.664
H 2.053 -0.861 -2.716
H 3.617 -0.271 -2.112
H 1.956 1.472 -3.135
H 2.693 1.917 -1.603
C -3.478 -1.297 -1.865
C -2.137 -1.001 -1.282
O -1.883 0.139 -0.780
O -1.205 -1.858 -1.269
H -3.535 -0.842 -2.855
H -4.254 -0.853 -1.244
H -3.624 -2.370 -1.955
*
```

## Properties
Orbital gap in eV: 6.9

***

No. 6
This record from the OMol25 dataset describes a gas-phase ion, C19H14F4N (charge +1). The level of theory is the ωB97M-V functional and the def2-TZVPD basis.

```
! RIJCOSX wB97M-V def2-TZVPD def2/J DEFGRID3
* xyz 1 1
F 0.982 0.164 -4.226
C 1.050 0.757 -2.984
C 2.198 1.446 -2.630
C 2.234 2.005 -1.357
F 3.361 2.669 -0.947
C 1.187 1.861 -0.453
C 0.123 1.018 -0.802
C -0.715 0.493 0.349
C -2.231 0.375 0.217
C -3.002 0.810 1.312
C -4.342 0.438 1.384
F -5.070 0.788 2.504
C -4.988 -0.283 0.375
C -4.217 -0.570 -0.751
F -4.818 -1.233 -1.807
C -2.868 -0.226 -0.872
C -0.038 0.592 -2.121
H 3.037 1.553 -3.323
H 1.187 2.363 0.514
H -0.509 1.112 1.224
H -2.553 1.446 2.078
H -6.032 -0.578 0.448
H -2.372 -0.416 -1.818
H -0.961 0.175 -2.503
N -0.204 -0.819 0.723
C 1.249 -1.053 1.002
C 2.032 -1.601 0.002
C 3.413 -1.648 0.213
C 3.955 -1.211 1.423
C 3.113 -0.781 2.448
C 1.726 -0.725 2.252
H -0.693 -1.136 1.561
H -0.454 -1.465 -0.036
H 1.565 -1.984 -0.912
H 4.062 -2.073 -0.551
H 5.029 -1.266 1.586
H 3.537 -0.534 3.421
H 1.028 -0.466 3.058
*
```

## Properties
Orbital gap in eV: 9.8
Relative energy (zero: lowest compared OMol25 entry of this formula, charge and spin) in kcal per mole: 0.0

***

No. 7
This record from the OMol25 dataset describes C19H14N2OS2 in the gas phase. The level of theory is the ωB97M-V functional and the def2-TZVPD basis.

```
! RIJCOSX wB97M-V def2-TZVPD def2/J DEFGRID3
* xyz 0 1
C -0.042 1.918 0.310
C -0.363 0.499 0.659
C 0.579 -0.543 0.649
C 0.172 -1.839 0.982
C -1.132 -2.115 1.334
C -2.061 -1.094 1.372
C -1.680 0.198 1.027
N -2.618 1.241 1.091
C -3.937 1.228 0.744
O -4.693 2.092 1.146
C -4.391 0.188 -0.193
C -5.684 -0.244 -0.315
C -5.861 -1.161 -1.368
C -4.710 -1.393 -2.052
S -3.380 -0.517 -1.415
H -4.556 -2.031 -2.900
H -6.803 -1.618 -1.611
H -6.466 0.091 0.342
H -2.331 2.077 1.585
H -3.081 -1.286 1.670
H -1.422 -3.121 1.594
H 0.895 -2.640 0.960
C 1.975 -0.342 0.306
N 2.496 0.687 -0.254
C 3.835 0.580 -0.449
C 4.654 1.541 -1.037
C 6.001 1.280 -1.158
C 6.547 0.080 -0.703
C 5.754 -0.888 -0.118
C 4.399 -0.633 0.007
S 3.155 -1.632 0.683
H 6.173 -1.818 0.234
H 7.606 -0.097 -0.810
H 6.649 2.015 -1.612
H 4.220 2.464 -1.386
H -0.820 2.327 -0.333
H 0.914 1.981 -0.197
H 0.006 2.526 1.215
*
```

## Properties
Orbital gap in eV: 8.4
Relative energy (zero: lowest compared OMol25 entry of this formula, charge and spin) in kcal per mole: 0.7

***

No. 8
This record from the OMol25 dataset describes a molecular structure, C19H14N5O4Pt. The level of theory is the ωB97M-V functional and the def2-TZVPD basis.

```
! RIJCOSX wB97M-V def2-TZVPD def2/J DEFGRID3
* xyz -1 1
Pt 0.734 -0.501 -1.288
C 4.710 -0.306 -2.546
O 5.385 -0.788 -1.386
C 4.735 -0.814 -0.185
C 5.543 -0.701 0.930
C 5.006 -0.731 2.215
C 3.643 -0.845 2.362
C 2.803 -0.961 1.248
C 1.377 -1.002 1.513
N 0.443 -1.123 0.650
N -0.854 -1.121 1.093
C -1.695 -0.975 0.106
O -1.398 -0.924 -1.141
C -3.139 -0.864 0.480
C -3.544 -0.751 1.807
C -4.889 -0.620 2.115
C -5.841 -0.595 1.104
C -5.441 -0.702 -0.222
C -4.094 -0.832 -0.531
C 3.339 -0.993 -0.053
O 2.612 -1.248 -1.125
H 5.497 -0.104 -3.271
H 4.168 0.618 -2.337
H 4.018 -1.039 -2.948
H 6.606 -0.574 0.766
H 5.657 -0.641 3.075
H 3.197 -0.847 3.351
H 1.061 -0.903 2.548
H -2.791 -0.758 2.583
H -5.199 -0.522 3.148
H -6.891 -0.487 1.347
H -6.179 -0.670 -1.014
H -3.762 -0.913 -1.557
N -1.965 1.608 -2.701
C -0.981 1.945 -1.811
O 0.195 1.501 -1.992
C -1.283 2.843 -0.773
C -2.598 3.356 -0.618
N -3.675 3.770 -0.532
C -0.287 3.211 0.175
N 0.501 3.518 0.962
H -1.810 0.718 -3.148
H -2.915 1.768 -2.398
*
```

## Properties
Orbital gap (alpha / beta) in eV: 6.9 / 6.9
Relative energy (zero: lowest compared OMol25 entry of this formula, charge and spin) in kcal per mole: 46.4

***

No. 9
This record from the OMol25 dataset describes a molecular structure, C19H14N5OS3Ti. The level of theory is the ωB97M-V functional and the def2-TZVPD basis.

```
! RIJCOSX wB97M-V def2-TZVPD def2/J DEFGRID3
* xyz -1 1
Ti 10.336 14.211 7.390
N 13.322 11.619 9.915
C 12.088 12.078 9.651
S 11.923 13.853 6.051
N 11.854 13.326 10.030
N 10.823 14.040 9.467
C 10.609 15.201 10.094
C 9.799 16.342 9.676
C 9.395 17.229 10.696
C 8.582 18.325 10.414
C 8.081 18.529 9.132
C 8.502 17.728 8.075
C 9.359 16.649 8.311
O 9.972 16.100 7.196
H 13.440 10.636 10.184
H 13.883 12.313 10.376
H 11.083 15.378 11.071
H 9.867 17.134 11.689
H 8.402 19.049 11.229
H 7.303 19.269 8.993
H 8.155 17.819 7.058
S 7.839 13.496 8.209
C 7.570 13.541 6.512
S 8.817 13.812 5.391
C 6.218 13.420 6.051
C 5.907 13.107 4.709
N 5.547 12.822 3.631
C 5.106 13.515 6.902
N 4.143 13.694 7.555
C 11.013 11.248 8.985
C 11.534 9.937 8.472
C 11.273 8.718 9.089
C 11.684 7.540 8.448
C 12.341 7.583 7.188
C 12.664 8.832 6.668
C 12.340 9.993 7.322
H 10.180 11.151 9.692
H 10.629 11.866 8.151
H 10.841 8.737 10.103
H 11.580 6.541 8.889
H 12.577 6.687 6.626
H 13.246 8.941 5.754
H 12.698 10.972 6.999
*
```

## Properties
Orbital gap in eV: 6.1
Relative energy (zero: lowest compared OMol25 entry of this formula, charge and spin) in kcal per mole: 0.0

***

No. 10
This record from the OMol25 dataset describes a molecular structure, C19H15AuN3S2Se. The level of theory is the ωB97M-V functional and the def2-TZVPD basis.

```
! RIJCOSX wB97M-V def2-TZVPD def2/J DEFGRID3
* xyz 1 1
Au 0.274 -0.217 0.110
C -1.526 -3.157 1.239
C -2.157 -1.846 1.503
N -1.688 -0.697 1.115
C -2.486 0.356 1.467
C -3.601 -0.014 2.163
S -3.652 -1.714 2.365
C -2.126 1.701 1.074
C -2.866 2.825 1.314
S -2.094 4.204 0.666
C -0.801 3.189 0.101
N -0.967 1.935 0.386
C 0.339 3.774 -0.641
H -0.647 -3.026 0.612
H -2.233 -3.820 0.740
H -1.235 -3.638 2.174
H -4.380 0.602 2.561
H -3.801 2.917 1.825
H 0.378 4.849 -0.481
H 0.221 3.601 -1.713
H 1.281 3.333 -0.315
Se 1.003 1.215 2.593
C 2.246 0.561 3.711
N 3.042 0.179 4.447
C 4.141 1.699 -3.509
C 2.923 2.141 -2.990
C 2.172 1.312 -2.190
C 2.597 0.009 -1.866
C 1.881 -0.847 -1.000
C 2.295 -2.150 -0.833
C 3.474 -2.620 -1.425
C 4.224 -1.786 -2.215
C 3.814 -0.459 -2.447
C 4.571 0.420 -3.248
H 4.735 2.357 -4.124
H 2.579 3.137 -3.224
H 1.219 1.635 -1.805
H 1.719 -2.838 -0.232
H 3.772 -3.644 -1.260
H 5.120 -2.136 -2.704
H 5.510 0.059 -3.645
*
```

## Properties
Orbital gap (alpha / beta) in eV: 3.9 / 4.0
Relative energy (zero: lowest compared OMol25 entry of this formula, charge and spin) in kcal per mole: 48.0

***

F_max values (in eV/A) by entry order: 4.3 3.9 1.3 0.1 1.2 2.9 1.2 3.3 3.3 1.7.
Calculated total energy values (in Eh) by entry order: -28283.33811 -4299.71966 -1548.32169 -3085.89815 -2150.08208 -1186.37714 -1713.59705 -1426.50942 -3125.61448 -4230.46630.